No. 1
51
Properties=species:S:1:pos:R:3:nbo_charge:R:1 method="wB97M-V/def2-TZVPD" lumo_energy_ev="-1.36 / -1.36" total_charge=0 orbital_gap_ev="7.03 / 7.03"
H 3.972 -2.937 1.380 0.223
H 0.114 2.818 2.223 0.228
H -2.746 -2.358 2.766 0.233
Pt 0.128 -1.195 0.325 0.919
O 2.005 -4.569 -0.754 -0.597
H -3.130 0.234 -2.688 0.231
C -2.462 -3.093 0.766 -0.540
O 2.523 -1.188 0.204 -0.739
S -2.098 0.795 -0.608 0.224
H 2.397 -0.494 -0.473 0.521
C 1.966 3.797 -0.442 0.444
C 2.942 -2.414 -0.434 0.132
C -2.918 -1.638 -1.627 -0.582
O 1.415 1.082 -1.032 -0.756
C 4.158 -2.946 0.303 -0.615
H 5.029 -2.321 0.094 0.213
C 1.829 -3.455 -0.327 0.765
O 2.489 3.373 -1.601 -0.686
O 0.703 -3.087 0.273 -0.718
H 1.815 6.656 1.363 0.212
C 1.017 1.530 0.067 0.809
H -3.826 2.235 0.097 0.231
H -3.219 0.777 2.131 0.229
H -3.785 -1.587 -0.975 0.250
H 3.520 -3.124 -2.371 0.245
C 3.225 -2.184 -1.909 -0.633
H 2.203 2.437 -1.705 0.511
C 0.686 3.483 1.589 -0.126
C -4.039 0.570 1.442 -0.533
C 1.640 5.620 1.094 -0.160
H 0.448 5.203 2.845 0.213
C 0.878 4.805 1.933 -0.274
S -1.629 -2.610 -0.782 0.436
C -2.759 -1.965 1.752 -0.551
H -4.942 1.038 1.839 0.233
C 2.177 5.127 -0.078 -0.309
H -3.177 -2.207 -2.523 0.233
S -4.398 -1.208 1.491 0.176
H -1.460 -0.327 -2.525 0.245
H -2.009 -1.186 1.673 0.242
O 0.427 0.794 0.957 -0.782
H 4.357 -3.968 -0.015 0.238
C -3.760 1.147 0.050 -0.548
C -2.425 -0.261 -2.019 -0.551
H 4.031 -1.455 -2.030 0.217
H 2.764 5.752 -0.740 0.223
H -3.373 -3.625 0.487 0.232
C 1.225 2.957 0.408 -0.309
H 2.333 -1.809 -2.421 0.218
H -1.761 -3.807 1.200 0.260
H -4.497 0.789 -0.671 0.220

***

No. 2
59
Properties=species:S:1:pos:R:3:nbo_charge:R:1 method="wB97M-V/def2-TZVPD" lumo_energy_ev="2.49 / 1.07" spin_multiplicity=2 total_charge=-1 s_squared=0.7539 orbital_gap_ev="8.07 / 6.60"
F -2.084 -0.547 6.685 -0.679
H -2.671 -0.334 -1.617 0.207
H 1.939 -0.393 2.311 0.220
H 2.630 -0.357 -4.282 0.225
H 1.550 -2.078 2.658 0.195
C -0.110 2.037 -2.772 0.400
H -4.742 -1.089 -0.692 0.193
F -1.841 1.975 5.672 -0.680
C -0.003 2.304 -5.609 -0.307
H 3.210 -2.296 0.965 0.233
H -2.732 -1.303 0.573 0.191
H -0.960 3.999 -2.830 0.204
H -5.976 0.088 -0.195 0.193
Sb -1.371 0.232 5.123 3.170
H -2.377 1.406 -1.809 0.233
H -4.113 1.286 2.663 0.238
C 1.527 -1.307 1.884 -0.223
H -0.379 -0.701 2.343 0.428
C -2.857 0.653 -1.187 -0.086
C -0.574 3.199 -3.449 -0.264
H 2.521 -1.591 -3.012 0.265
F -3.052 0.077 4.242 -0.698
C -2.501 2.039 0.753 -0.100
N -3.930 2.301 0.833 -0.461
C 2.791 -0.598 -0.257 0.783
C 2.323 -1.739 0.665 -0.542
H 1.722 -2.418 0.049 0.217
N -4.341 -0.077 1.092 -0.459
H -2.495 -0.285 2.018 0.238
H -2.066 2.060 1.753 0.231
O 0.265 -0.885 -2.141 -0.649
C 0.467 1.170 -4.984 -0.140
C 0.827 -0.326 -3.075 0.639
C -4.901 -0.100 -0.255 -0.075
F -0.681 0.948 3.476 -0.710
N -2.235 0.698 0.163 -0.508
C -2.910 -0.318 1.012 -0.091
H -0.319 -1.881 1.213 0.377
N 0.124 -1.020 1.519 -0.845
O -0.162 2.047 -1.479 -0.793
H -5.619 1.453 1.731 0.190
H 0.875 0.369 -5.587 0.202
F 0.332 0.387 5.920 -0.678
F -0.903 -1.481 4.417 -0.700
O 3.800 -0.783 -0.927 -0.682
C 1.962 -1.043 -3.767 -0.726
C -0.530 3.324 -4.815 -0.191
H 0.037 2.399 -6.686 0.203
H -4.021 2.979 -1.144 0.201
H 1.552 -1.752 -4.491 0.222
Ag 0.004 0.482 -0.058 1.292
O 2.122 0.501 -0.233 -0.783
N -4.290 0.906 -1.124 -0.467
C -4.546 1.260 1.662 -0.091
C 0.403 0.990 -3.595 -0.303
C -4.494 2.223 -0.514 -0.078
H -2.010 2.780 0.119 0.226
H -5.567 2.424 -0.461 0.192
H -0.906 4.230 -5.277 0.201

***

No. 3
54
Properties=species:S:1:pos:R:3:nbo_charge:R:1 method="wB97M-V/def2-TZVPD" lumo_energy_ev=-2.92 total_charge=+1 orbital_gap_ev=8.84
C 1.842 1.842 1.036 -0.623
C -3.636 -0.485 -0.570 -0.096
H 3.335 -0.895 -1.215 0.280
Al 0.445 -1.315 -0.419 1.786
O -3.095 -0.098 0.669 -0.565
H 2.540 1.247 0.446 0.237
H 3.335 4.133 1.348 0.219
H 0.184 -3.489 2.483 0.202
H -1.456 -2.869 2.785 0.209
O 0.988 -0.610 -1.948 -1.141
H -0.098 -1.739 2.760 0.194
H -2.942 -0.963 -2.532 0.217
H -4.542 -0.939 1.903 0.175
C -4.074 0.027 1.689 -0.251
O 0.164 -2.350 -3.492 -0.938
H -0.438 4.708 -1.796 0.218
C -0.369 2.222 -0.691 -0.626
H 1.098 6.593 -1.349 0.229
H -2.026 0.335 -1.752 0.212
H -1.002 -4.348 0.254 0.217
O 2.567 -2.199 -2.958 -0.927
H -4.345 0.270 -0.926 0.198
C 4.613 -1.318 0.484 -0.421
C -1.522 -3.391 0.297 -0.081
C 0.386 4.589 -1.102 -0.207
S 1.207 -2.059 -2.565 2.557
C 0.572 3.373 -0.457 0.021
C 3.443 -1.141 -0.173 -0.036
C -0.495 -2.651 2.317 -0.244
C -2.517 -0.619 -1.588 -0.068
C -1.858 -2.903 -1.123 -0.092
O -0.681 -2.407 0.924 -0.605
C 1.250 5.644 -0.852 -0.193
H -3.559 0.386 2.578 0.202
C 1.644 3.199 0.415 -0.076
O -1.474 -1.524 -1.200 -0.594
H 5.618 -1.224 0.108 0.274
H -2.921 -3.008 -1.328 0.205
H -0.095 1.662 -1.587 0.253
O 0.928 -2.828 -1.231 -1.128
H 2.224 1.912 2.052 0.243
C 2.654 -1.677 1.827 -0.152
C 2.504 4.261 0.665 -0.195
H -1.400 2.560 -0.765 0.242
S 4.321 -1.758 2.110 0.546
H -4.850 0.742 1.404 0.185
H 1.947 -1.864 2.618 0.230
H -4.173 -1.435 -0.456 0.172
H -1.291 -3.440 -1.877 0.253
N 2.320 -1.351 0.601 -0.582
Te -0.099 0.894 0.984 0.630
C 2.299 5.481 0.040 -0.189
H -2.427 -3.492 0.900 0.195
H 2.959 6.311 0.256 0.228

***

No. 4
58
Properties=species:S:1:pos:R:3:nbo_charge:R:1 method="wB97M-V/def2-TZVPD" lumo_energy_ev=-2.27 total_charge=0 orbital_gap_ev=5.54
C 0.809 -2.382 -0.494 0.008
H -2.908 -0.923 -2.881 0.261
H 1.938 0.609 -3.631 0.269
O 3.394 2.218 3.649 -0.918
H 0.154 1.218 -3.677 0.231
C 4.064 -2.586 -1.030 -0.790
B 3.228 -1.220 -1.436 1.004
C 1.012 0.845 -2.938 -0.243
F -5.283 -1.548 2.176 -0.330
C -6.253 -1.042 1.142 0.935
F -6.704 -2.121 0.232 -0.317
C -3.166 0.540 -1.082 -0.430
C -5.477 0.203 0.363 0.647
H 0.665 2.537 2.684 0.274
H 5.947 -1.695 -0.027 0.214
H -0.257 1.513 -0.249 0.188
N -0.640 -1.976 -0.797 -0.421
C -0.005 2.402 -0.981 -0.084
N 0.557 -0.316 -2.081 -0.365
H 4.341 -1.664 1.083 0.230
O 1.371 5.032 1.151 -0.561
H 5.294 -3.285 0.859 0.237
O 3.282 2.387 6.008 -0.858
C -1.776 -2.689 1.397 -0.335
H -5.100 -0.420 -1.845 0.254
H 4.813 -2.952 -1.875 0.258
F -7.397 -0.431 1.859 -0.309
O 3.286 0.258 4.972 -0.884
C 4.991 -2.280 0.323 -0.623
C 1.577 -1.240 -1.385 -0.148
H -3.568 1.593 -1.470 0.250
O 0.003 3.731 -0.349 -0.528
O 5.251 1.579 4.971 -0.864
C -4.489 -0.395 -0.828 -0.477
F -4.723 0.986 1.372 -0.330
H 1.217 -3.267 0.173 0.315
H -4.230 -1.520 -0.582 0.242
H -2.041 0.743 -3.093 0.273
F -6.453 1.120 -0.272 -0.335
Cl 3.803 1.610 4.900 2.544
H 2.282 1.807 -1.207 0.256
H -2.346 -3.457 2.089 0.254
H 4.885 0.019 -1.329 0.520
H -2.546 0.783 -0.104 0.260
H 3.385 -3.501 -0.749 0.215
C 1.400 2.551 1.748 -0.769
C -2.266 -0.115 -2.293 -0.468
H 2.465 2.833 2.203 0.350
C -0.855 -0.805 -1.730 0.484
H -0.892 2.416 -1.778 0.177
H 1.486 1.518 1.205 0.201
H 1.571 3.027 -2.587 0.248
C -1.713 -2.808 -0.113 -0.111
C 0.916 3.800 0.802 0.754
H -1.189 -1.821 1.920 0.243
O 4.021 -0.038 -1.834 -0.914
H -2.499 -3.473 -0.671 0.254
C 1.365 2.094 -1.884 -0.440

***

What did we get for maximum force? Answer: 2.58; 0.36; 1.68; 9.11 eV/A, in the order shown.
What did we get for energy? Answer: -2427.50339; -2224.20664; -2550.95766; -2282.56648 Eh, in the order shown.